Entry 1:
One molecule with the formula C5H7N, computed with wB97M-V/def2-TZVPD.

```
13
Properties=species:S:1:pos:R:3:forces:R:3
C 1.8734 -0.0376 -0.0284 0.02 0.04 0.00
C 0.3860 0.1330 -0.0165 -0.08 -0.19 0.00
C -0.3569 1.3266 0.0391 -0.10 0.17 -0.08
C -1.7364 1.1036 -0.0259 0.34 -0.26 0.08
C -1.8186 -0.3916 0.0015 -0.08 -0.04 -0.09
N -0.4385 -0.9110 -0.0605 0.12 0.24 0.05
H 2.2107 -0.5572 0.8751 -0.08 0.06 -0.11
H 2.1962 -0.6275 -0.8934 -0.09 0.08 0.12
H 2.3692 0.9350 -0.0700 -0.12 -0.15 0.01
H 0.1211 2.3007 0.1009 -0.02 -0.17 -0.07
H -2.2504 -0.6057 0.9899 0.02 -0.15 -0.10
H -2.4484 -0.8654 -0.7619 0.12 0.21 0.15
H -0.1446 -1.8757 -0.1016 -0.06 0.16 0.04
```
Forces are in eV/Å.

Calculated values
Calculated total energy, eV: -6785.8476
Lowest unoccupied orbital energy, Ha: 0.026
Spin multiplicity: 1
Energy above the lowest of the compared OMol25 structures with the same formula, charge and spin, eV: 2.665
Highest occupied orbital energy, eV: -7.60



Entry 2:
One molecule with the formula C5H7N, computed with wB97M-V/def2-TZVPD.

```
13
Properties=species:S:1:pos:R:3:forces:R:3
C 0.9442 0.4331 -0.8885 -1.49 1.70 1.08
C 0.4200 -0.8802 -0.2801 -2.54 -2.47 -2.50
C 0.2492 0.7955 0.4773 0.76 4.19 3.14
C -1.2461 0.5251 0.2765 -1.73 2.02 -0.19
C -1.2674 -0.6465 -0.2587 4.71 -1.27 -0.38
H 2.0317 0.4095 -0.5913 -0.88 0.68 -1.47
H 0.4022 1.0868 -1.7405 1.90 -2.13 1.50
H 0.8645 -1.7924 -0.5567 -0.04 -1.54 -0.97
H 0.3737 -1.0548 1.8483 0.81 2.07 -2.58
H 0.5334 1.7924 1.0607 -0.58 -2.03 -1.17
H -2.1819 1.1400 0.2788 1.38 -0.04 0.69
H -1.9437 -1.3217 -0.6164 -1.87 -1.32 -0.88
N 0.8202 -0.4869 0.9905 -0.43 0.14 3.74
```
Forces are in eV/Å.

Calculated values
Calculated total energy, eV: -6784.1286
Lowest unoccupied orbital energy, Ha: 0.043
Spin multiplicity: 1
Energy above the lowest of the compared OMol25 structures with the same formula, charge and spin, eV: 4.384
Highest occupied orbital energy, eV: -8.79



Entry 3:
One molecule with the formula C5H7N, computed with wB97M-V/def2-TZVPD.

```
13
Properties=species:S:1:pos:R:3:forces:R:3
C -2.0283 0.4198 -0.0958 0.11 -0.43 0.20
N -0.6080 0.0049 0.1089 0.84 -0.43 0.36
C 0.5770 -1.5796 0.4286 -1.86 1.92 -0.05
C 1.7024 -0.8848 0.1691 0.09 -0.55 -0.45
C 1.6489 0.4542 -0.2265 0.10 -0.07 -0.12
C 0.3148 0.8629 -0.2936 0.31 -0.34 0.22
H -2.5282 0.5922 0.8646 0.18 -0.19 -0.07
H -2.6010 -0.3342 -0.6409 0.21 -0.08 0.11
H -2.1376 1.3652 -0.6709 0.54 -0.56 0.26
H 0.5902 -2.1983 1.3504 -1.12 0.41 -0.66
H 2.4744 -1.6676 0.1683 0.69 1.00 0.19
H 2.4860 1.0950 -0.4596 -0.06 -0.19 -0.15
H 0.0388 1.8468 -0.6977 -0.02 -0.49 0.16
```
Forces are in eV/Å.

Calculated values
Calculated total energy, eV: -6784.6937
Lowest unoccupied orbital energy, Ha: 0.037
Spin multiplicity: 1
Energy above the lowest of the compared OMol25 structures with the same formula, charge and spin, eV: 3.819
Highest occupied orbital energy, eV: -7.77



Entry 4:
C5H7N as an isolated structure, computed with wB97M-V/def2-TZVPD.

```
13
Properties=species:S:1:pos:R:3:forces:R:3
C 1.2058 -0.3002 0.2399 4.65 0.20 0.26
C -0.0534 -0.9611 -0.0131 -1.28 -2.88 -3.49
C 0.2377 0.7592 0.7609 -0.95 -0.13 -1.31
C -0.5519 1.0589 -0.5434 0.07 4.58 -2.00
C -0.5841 -0.0683 -1.1940 -1.89 -3.55 0.64
H 1.5593 -0.8935 1.0643 0.98 0.30 0.82
H 2.1648 -0.2169 -0.5659 -3.16 0.22 1.97
H 0.0073 -2.0405 -0.2942 -0.61 0.55 0.87
H -1.4961 0.0884 0.7809 -0.37 -1.59 1.85
H 0.3408 1.5033 1.4766 0.85 1.58 0.99
H -0.9807 2.0327 -0.9680 0.89 -1.22 1.14
H -1.1720 -0.5966 -2.0003 0.91 1.49 0.62
N -0.6777 -0.3654 1.2564 -0.10 0.47 -2.36
```
Forces are in eV/Å.

Calculated values
Calculated total energy, eV: -6783.9163
Lowest unoccupied orbital energy, Ha: 0.042
Spin multiplicity: 1
Energy above the lowest of the compared OMol25 structures with the same formula, charge and spin, eV: 4.596
Highest occupied orbital energy, eV: -9.09



Entry 5:
One molecule with the formula C5H7N, computed with wB97M-V/def2-TZVPD.

```
13
Properties=species:S:1:pos:R:3:forces:R:3
C 2.6002 -0.5628 -0.3634 -0.37 0.33 0.12
C 1.6945 0.1935 -0.1211 0.36 -0.38 -0.10
C 0.5280 1.0499 0.1351 0.18 0.10 -0.14
N -0.5797 0.3256 0.7708 0.08 0.06 0.07
C -0.8890 -0.9968 0.2577 -0.01 -0.20 0.01
C -1.7930 0.1452 -0.0126 -0.23 0.04 -0.09
H 3.3976 -1.2398 -0.5783 -0.11 0.16 0.06
H 0.8205 1.8724 0.7965 -0.04 -0.11 -0.08
H 0.2273 1.5074 -0.8198 -0.01 -0.11 0.11
H -1.1356 -1.7341 1.0191 0.01 0.12 -0.17
H -0.2882 -1.3690 -0.5686 -0.10 0.03 0.08
H -2.7284 0.2538 0.5315 0.16 0.00 -0.07
H -1.8118 0.5342 -1.0332 0.07 -0.05 0.22
```
Forces are in eV/Å.

Calculated values
Calculated total energy, eV: -6785.1388
Lowest unoccupied orbital energy, Ha: 0.043
SMILES: C#CCN1CC1
Spin multiplicity: 1
Energy above the lowest of the compared OMol25 structures with the same formula, charge and spin, eV: 3.374
Highest occupied orbital energy, eV: -9.20



Entry 6:
One molecule with the formula C5H7N, computed with wB97M-V/def2-TZVPD.

```
13
Properties=species:S:1:pos:R:3:forces:R:3
C 0.6050 1.3315 0.2156 0.07 0.06 0.03
C 0.1123 -0.0151 -0.2872 0.00 0.15 -0.06
C 0.3433 -0.2387 -1.6995 0.14 -0.10 -0.94
N 0.5058 -0.3351 -2.8421 -0.12 -0.01 1.10
C 0.1092 -1.1828 0.6720 0.15 -0.11 0.06
C -1.1802 -0.5230 0.3009 -0.27 0.09 0.01
H 0.1554 1.5616 1.1869 0.09 -0.12 -0.11
H 1.6903 1.3328 0.3344 -0.04 0.04 -0.07
H 0.3259 2.1312 -0.4750 0.04 -0.09 0.05
H 0.5436 -1.0082 1.6529 -0.10 0.05 -0.17
H 0.2979 -2.1752 0.2732 -0.06 0.21 0.00
H -1.6230 0.1945 0.9813 -0.09 -0.27 0.10
H -1.8853 -1.0734 -0.3134 0.19 0.12 0.00
```
Forces are in eV/Å.

Calculated values
Calculated total energy, eV: -6787.5264
Lowest unoccupied orbital energy, Ha: 0.034
SMILES: CC1(C#N)CC1
Spin multiplicity: 1
Energy above the lowest of the compared OMol25 structures with the same formula, charge and spin, eV: 0.986
Highest occupied orbital energy, eV: -10.53



Entry 7:
One molecule with the formula C5H7N, computed with wB97M-V/def2-TZVPD.

```
13
Properties=species:S:1:pos:R:3:forces:R:3
C -0.7555 1.1392 -0.3316 -1.43 -0.02 -0.82
C -1.2839 -0.1615 0.1234 0.55 -0.42 0.50
C 0.7782 -0.9623 0.3033 1.01 -0.35 0.15
C 1.3726 0.2786 -0.2595 -0.54 0.34 0.83
N 0.5609 1.4152 0.0237 1.19 -0.11 -0.04
C -0.4652 -0.9848 0.8863 -0.50 -0.19 -0.52
H -1.4659 1.8376 0.1595 0.16 0.16 -0.11
H -1.0339 1.2385 -1.4131 0.11 0.03 -0.15
H -2.2272 -0.5669 -0.2359 -0.43 0.51 0.51
H 1.3292 -1.9005 0.2469 0.06 0.13 0.04
H 2.3128 0.3489 0.3230 0.00 0.14 -0.23
H 1.7084 0.1260 -1.3172 -0.20 -0.07 0.22
H -0.8306 -1.8080 1.4910 0.01 -0.14 -0.38
```
Forces are in eV/Å.

Calculated values
Calculated total energy, eV: -6783.2988
Lowest unoccupied orbital energy (alpha / beta), Ha: -0.015 / -0.039
Spin multiplicity: 1
Energy above the lowest of the compared OMol25 structures with the same formula, charge and spin, eV: 5.214
Highest occupied orbital energy (alpha / beta), eV: -7.22 / -6.09



Entry 8:
One molecule with the formula C5H7N, computed with wB97M-V/def2-TZVPD.

```
13
Properties=species:S:1:pos:R:3:forces:R:3
C -0.6219 -0.7814 0.9215 0.04 -0.07 -0.13
C -0.5562 -1.2104 -0.3404 0.02 0.04 0.15
C -0.0128 -0.1485 -1.2431 -0.22 -0.07 -0.13
N 1.3527 0.3256 -0.9882 0.21 -0.11 0.09
C 0.2401 1.0325 -0.3703 -0.13 0.19 0.09
C -0.1402 0.6480 1.0572 0.00 0.03 0.00
H -0.9516 -1.3721 1.7714 0.12 0.04 -0.12
H -0.8352 -2.2009 -0.6871 0.02 0.15 0.06
H -0.3383 -0.0809 -2.2774 0.03 0.01 0.16
H 1.8158 -0.2769 -0.3097 -0.09 0.03 -0.07
H 0.0835 2.0533 -0.7092 0.08 -0.16 0.05
H -0.9088 1.3101 1.4725 0.05 -0.10 -0.10
H 0.7267 0.7129 1.7301 -0.14 0.02 -0.06
```
Forces are in eV/Å.

Calculated values
Calculated total energy, eV: -6786.9626
Lowest unoccupied orbital energy, Ha: 0.043
SMILES: C1=C[C@@H]2N[C@@H]2C1
Spin multiplicity: 1
Energy above the lowest of the compared OMol25 structures with the same formula, charge and spin, eV: 1.550
Highest occupied orbital energy, eV: -8.98



Entry 9:
One molecule with the formula C5H7N, computed with wB97M-V/def2-TZVPD.

```
13
Properties=species:S:1:pos:R:3:forces:R:3
C 1.7747 -1.9853 0.6322 0.04 0.19 -0.06
C 1.6877 -0.7327 0.2933 0.08 -0.08 -0.02
C 1.4804 0.5050 -0.0889 0.05 -0.21 0.13
C 0.0935 0.9385 -0.3673 -0.23 -0.18 0.11
N -0.8784 0.2235 0.0201 0.28 0.32 -0.14
C -2.2248 0.6725 -0.2163 -0.21 0.06 -0.04
H 1.5393 -2.3201 1.6390 0.21 0.12 -0.07
H 2.0614 -2.7303 -0.1025 -0.13 0.00 0.03
H 2.2948 1.2232 -0.1498 -0.15 -0.09 0.07
H -0.0411 1.9055 -0.8786 -0.04 -0.16 0.07
H -2.7292 0.7660 0.7524 0.02 0.01 -0.17
H -2.7615 -0.0978 -0.7807 0.04 0.14 0.05
H -2.2967 1.6321 -0.7531 0.04 -0.12 0.05
```
Forces are in eV/Å.

Calculated values
Calculated total energy, eV: -6786.1059
Lowest unoccupied orbital energy, Ha: 0.035
SMILES: C=C=C/C=N/C
Spin multiplicity: 1
Energy above the lowest of the compared OMol25 structures with the same formula, charge and spin, eV: 2.407
Highest occupied orbital energy, eV: -9.16



Entry 10:
One molecule with the formula C5H7N, computed with wB97M-V/def2-TZVPD.

```
13
Properties=species:S:1:pos:R:3:forces:R:3
N -1.9604 0.1770 -0.2597 -0.89 -0.31 0.50
C -0.6804 0.0777 0.4053 0.37 0.72 1.25
C 0.2961 1.2691 0.2014 -0.18 -0.49 -0.47
C 1.5106 0.7328 -0.1000 0.61 1.77 -0.43
C 1.4539 -0.7096 -0.1279 -0.02 -2.12 0.40
C 0.1826 -1.0718 0.1299 1.01 -1.45 -1.20
H -1.9060 0.2953 -1.2629 0.30 -0.11 0.06
H -2.5509 -0.6437 -0.0531 0.51 0.69 -0.24
H -0.8379 -0.1634 1.5227 -0.17 1.09 -1.06
H -0.0154 2.3374 0.1275 0.35 -1.14 0.34
H 2.4368 1.2812 -0.4115 -1.09 -0.34 0.57
H 2.2658 -1.4901 -0.2590 -0.86 1.51 0.01
H -0.1947 -2.0920 0.0872 0.05 0.18 0.27
```
Forces are in eV/Å.

Calculated values
Calculated total energy, eV: -6786.9225
Lowest unoccupied orbital energy, Ha: 0.032
SMILES: NC1C=CC=C1
Spin multiplicity: 1
Energy above the lowest of the compared OMol25 structures with the same formula, charge and spin, eV: 1.590
Highest occupied orbital energy, eV: -8.43



- What is the formula in the sixth record?
  C5H7N



- Which formula does entry 1 have?
  C5H7N